Record 1
ORCA calculation (ωB97M-V with the def2-TZVPD basis set) on one molecule with the formula C15H22N4O4 in a non-equilibrium geometry.

Last column: natural (NBO) charge in e.
Element x y z (Å)
C1 -3.81215 -2.80258 0.97183  -0.6233
C2 -2.33199 -2.96829 1.29527  -0.3989
C3 -1.51239 -3.47957 0.10937  -0.3989
H1 -2.00146 -4.35873 -0.31311  0.2141
C4 -1.35130 -2.45007 -1.01381  -0.2303
N1 -0.63341 -1.27623 -0.57774  -0.2955
C5 0.66758 -1.15459 -0.24760  0.4376
N2 0.96242 0.07064 0.16884  -0.5623
C6 -0.18876 0.77334 0.11062  0.3861
C7 -1.21045 -0.04283 -0.35447  -0.0991
C8 -2.53685 0.45601 -0.56594  0.6591
O1 -3.50422 -0.13059 -1.00706  -0.6145
N3 -2.60399 1.79443 -0.19355  -0.6333
C9 -1.61956 2.63890 0.29594  0.7937
O2 -1.85904 3.78896 0.57394  -0.6155
N4 -0.36850 2.07739 0.44554  -0.4220
C10 0.72530 2.90185 0.93395  -0.2139
C11 1.38500 3.70724 -0.18606  -0.4032
C12 2.12676 2.82894 -1.18545  -0.6114
H2 2.59002 3.44443 -1.95250  0.2166
H3 2.90546 2.25878 -0.68421  0.2101
H4 1.44657 2.13478 -1.67430  0.1972
H5 2.08629 4.40408 0.27451  0.2119
H6 0.61650 4.29206 -0.69463  0.2137
H7 1.45030 2.23974 1.40936  0.2153
H8 0.30126 3.58676 1.67194  0.2374
H9 -3.51090 2.23565 -0.30280  0.4345
C13 1.69137 -2.22708 -0.37189  -0.4575
H10 1.32095 -2.98816 -1.06074  0.2326
C14 3.04301 -1.69966 -0.88702  -0.5129
H11 3.58434 -2.51217 -1.37219  0.2435
H12 2.87773 -0.90680 -1.62028  0.2287
C15 3.96231 -1.15527 0.21171  0.7867
O3 5.05045 -1.62148 0.40953  -0.5813
O4 3.49506 -0.13357 0.91017  -0.7097
H13 2.55497 0.09417 0.65856  0.5082
H14 1.84126 -2.70637 0.60090  0.2448
H15 -0.81640 -2.90209 -1.85523  0.2089
H16 -2.32971 -2.11394 -1.35965  0.2554
H17 -0.52447 -3.78359 0.46198  0.2013
H18 -1.92248 -2.01609 1.64174  0.1956
H19 -2.22546 -3.68395 2.11367  0.2084
H20 -3.97332 -2.03371 0.22161  0.2296
H21 -4.22666 -3.73861 0.60416  0.1990
H22 -4.35813 -2.51654 1.86741  0.2136

Orbital gap (eV): 9.202
E_HOMO (eV): -8.873
Energy relative to the best compared isomer or geometry (same formula, charge and spin) (kcal per mole): 0.0

=====

Record 2
ORCA calculation (ωB97M-V with the def2-TZVPD basis set) on C15H22N8O3SSbSe4W as an isolated structure in a non-equilibrium geometry.

Last column: natural (NBO) charge in e.
Element x y z (Å)
W1 -1.65859 1.26035 -0.74524  0.9806
N1 -1.71419 -0.86285 -2.86374  -0.7681
C1 -1.72959 -2.10195 -2.07364  -0.3223
C2 -2.24859 -1.85295 -0.64664  0.6876
O1 -2.23439 -2.75945 0.17086  -0.6047
N2 -2.66949 -0.58435 -0.40124  -0.7220
C3 -3.55409 -0.50245 0.77416  -0.3543
C4 -3.78959 0.97415 1.10766  0.7781
O2 -4.72359 1.41325 1.69806  -0.4672
O3 -2.77259 1.72255 0.62536  -0.6661
H1 -2.64989 -0.73415 -3.25854  0.3780
H2 -1.12019 -0.99345 -3.68384  0.3871
H3 -0.72069 -2.52405 -2.01644  0.2100
H4 -2.37619 -2.87715 -2.50494  0.2297
H5 -3.11239 -1.01995 1.64346  0.2477
H6 -4.51839 -0.98315 0.56676  0.2557
Se1 -0.73649 4.25205 -3.76724  -0.6063
Sb1 -1.89149 3.69625 -1.74634  0.8862
Se2 -3.43549 1.67615 -2.28094  0.1168
Se3 -0.07519 2.90235 -0.03684  0.2104
Se4 -3.19339 5.41225 -0.71354  -0.4395
C5 1.02511 -2.41385 0.93976  -0.4414
N3 1.65841 -1.82165 -0.23204  -0.3911
C6 2.87991 -2.45505 -0.68834  -0.4194
C7 1.11141 -0.75295 -0.81904  0.7022
N4 -0.03069 -0.22595 -0.42534  -0.8408
N5 1.76981 -0.17345 -1.88524  -0.6231
C8 1.26561 0.78205 -2.76114  0.6285
N6 2.10271 1.20505 -3.71114  -0.7941
N7 0.04161 1.20105 -2.67614  -0.7817
H7 1.66691 -3.20055 1.32136  0.2361
H8 0.05361 -2.85605 0.69656  0.2472
H9 0.90331 -1.68165 1.74156  0.2215
H10 2.85321 -3.49925 -0.38544  0.2400
H11 3.75781 -1.98665 -0.23704  0.2142
H12 2.96311 -2.43925 -1.77364  0.2109
H13 -0.34919 -0.72395 0.41096  0.4230
H14 2.74701 -0.40145 -1.99974  0.4174
H15 3.07241 0.93925 -3.72784  0.4038
H16 1.82701 1.99385 -4.28744  0.4377
H17 -0.14569 1.83945 -3.48834  0.4190
S1 -0.65009 0.63345 4.67906  0.4738
C9 -1.33699 0.75875 3.11966  -0.0871
N8 -0.53729 0.80305 2.09436  -0.5054
C10 0.78011 0.79425 2.53606  0.0532
C11 1.93511 0.92435 1.76346  -0.2379
C12 3.16611 0.91475 2.37796  -0.1914
C13 3.28411 0.76275 3.75696  -0.1970
C14 2.16211 0.63885 4.54646  -0.2191
C15 0.91811 0.67475 3.93356  -0.1442
H18 -2.40719 0.80415 3.03446  0.2255
H19 1.88741 1.08975 0.69806  0.2110
H20 4.04801 1.04935 1.77316  0.2211
H21 4.26071 0.76755 4.21106  0.2333
H22 2.24101 0.54155 5.61646  0.2366

Orbital gap (spin up / spin down) (eV): 4.155 / 4.159
E_HOMO (spin up / spin down) (eV): -10.128 / -10.132
Charge: +1
Energy relative to the best compared isomer or geometry (same formula, charge and spin) (kcal per mole): 65.6

=====

Record 3
ORCA calculation (ωB97M-V with the def2-TZVPD basis set) on C15H23BeCl2FO10 as an isolated structure in a non-equilibrium geometry.

Last column: natural (NBO) charge in e.
Element x y z (Å)
C1 2.82162 -3.19332 -1.02945  -0.6327
C2 2.86193 -2.47153 -2.53627  -0.4880
C3 1.95189 -1.07833 -2.37071  -0.1814
O1 0.60553 -1.51389 -1.96902  -0.5893
C4 -0.00237 -0.61765 -0.97344  -0.1229
C5 -1.45897 -0.01419 -1.42201  0.0461
O2 -1.57229 1.17257 -0.51067  -0.5101
C6 -2.09152 0.57684 0.74768  0.9476
O3 -1.82023 0.84356 2.02759  -0.5500
O4 -3.04436 -0.54711 0.50315  -0.4940
C7 -2.84481 -0.76001 -0.96351  0.0338
C8 -2.99604 -2.38696 -1.09646  -0.2088
Cl1 -3.97818 -2.98194 0.40540  -0.0418
C9 -3.84538 -2.88708 -2.42398  -0.1828
C10 -5.24251 -2.04022 -2.67536  -0.6650
Cl2 -4.36481 -4.68418 -2.17858  -0.0784
H1 3.67147 -3.99990 -1.05095  0.2313
H2 3.12483 -2.35224 -0.24837  0.2576
H3 1.76520 -3.61406 -0.75292  0.2344
H4 2.44854 -3.18053 -3.38474  0.0936
H5 4.00842 -2.20204 -2.70749  0.2743
H6 2.52121 -0.42784 -1.58202  0.2916
H7 2.00435 -0.54603 -3.41870  0.1782
H8 -0.08566 -1.23857 0.04220  0.2214
H9 0.67692 0.32128 -0.69303  0.2446
H10 -1.52093 0.48490 -2.47939  0.2397
H11 -3.70124 -0.07726 -1.40303  0.2288
H12 -1.98278 -2.97412 -1.06663  0.2521
H13 -3.12488 -2.87948 -3.37538  0.2391
H14 -5.71529 -1.61285 -1.68175  0.2408
H15 -4.96869 -1.10609 -3.33982  0.2138
H16 -6.06195 -2.65109 -3.27697  0.2551
Be1 1.53805 -2.34565 -4.32831  0.4274
C11 2.14379 1.11006 2.80018  -0.1611
C12 3.45388 1.80642 2.94316  0.4365
O5 4.33781 1.00231 2.19554  -0.4728
C13 3.56717 0.43631 1.22475  0.9813
O6 4.01216 -0.10169 0.22454  -0.6251
O7 2.23309 0.55179 1.50469  -0.4889
F1 3.86292 1.80455 4.23170  -0.3189
H17 2.00855 0.30729 3.53275  0.1919
H18 1.29703 1.79786 2.87317  0.2784
H19 3.46412 2.82861 2.55003  0.1872
C14 -1.43006 4.51887 2.71506  -0.7401
C15 -0.08188 4.41054 3.40629  0.7688
O8 0.64522 3.45241 3.02299  -0.5373
O9 0.13848 5.29668 4.27870  -0.5527
H20 -1.56158 3.72591 1.97250  0.2291
H21 -2.23340 4.43780 3.45338  0.2384
H22 -1.51044 5.48476 2.20743  0.2356
O10 3.42035 5.06869 2.76498  -0.4959
H23 2.65575 5.04587 3.31112  0.4391

Orbital gap (eV): 1.391
E_HOMO (eV): -7.406